(1)
Density functional theory data (wB97M-V/def2-TZVPD) for a molecular structure, C17H34N2OP2Ti in a non-equilibrium geometry.

Structure (XYZ):
```
57
Properties=species:S:1:pos:R:3:nbo_charge:R:1
Ti -0.057 -0.015 -1.959 1.334
H -2.794 -0.447 -2.338 0.023
H -2.777 0.311 -2.318 0.013
P 0.551 -2.413 -2.293 0.933
P 0.547 2.400 -2.242 0.917
C 0.727 3.332 -0.688 -0.943
H 0.898 4.404 -0.853 0.269
H -0.180 3.214 -0.085 0.249
H 1.558 2.932 -0.099 0.249
C 1.938 2.984 -3.244 -0.933
H 1.862 2.573 -4.255 0.267
H 2.008 4.076 -3.312 0.267
H 2.867 2.603 -2.808 0.257
C -0.900 3.216 -2.984 -0.947
H -1.765 3.056 -2.332 0.245
H -0.774 4.294 -3.135 0.276
H -1.129 2.751 -3.948 0.261
C 2.039 -2.980 -3.155 -0.934
H 2.101 -4.069 -3.274 0.269
H 2.087 -2.517 -4.145 0.268
H 2.917 -2.640 -2.599 0.258
C 0.554 -3.376 -0.749 -0.944
H -0.397 -3.250 -0.216 0.244
H 0.721 -4.449 -0.912 0.271
H 1.342 -2.995 -0.091 0.253
C -0.810 -3.185 -3.223 -0.947
H -0.925 -2.673 -4.184 0.262
H -0.674 -4.257 -3.407 0.275
H -1.742 -3.041 -2.665 0.241
H 0.406 0.002 -3.523 -0.358
H 1.601 -0.082 -2.017 -0.174
C 0.702 0.281 4.479 -0.439
N 0.773 0.364 3.041 -0.125
N -0.237 0.014 2.207 -0.171
C 0.207 0.105 0.933 0.541
O -0.609 -0.021 -0.076 -0.809
C 1.589 0.433 1.000 -0.396
C 1.890 0.594 2.333 0.277
C 3.175 0.960 2.981 -0.674
C -1.577 -0.310 2.574 0.154
C -2.195 0.382 3.611 -0.248
C -3.515 0.048 3.964 -0.180
C -4.208 -0.913 3.211 -0.173
C -3.601 -1.545 2.111 -0.189
C -2.275 -1.236 1.798 -0.219
H 1.489 -0.404 4.821 0.238
H -0.266 -0.121 4.778 0.257
H 0.863 1.281 4.914 0.239
H 2.206 0.555 0.118 0.255
H 3.130 1.877 3.583 0.259
H 3.591 0.188 3.641 0.260
H 3.886 1.126 2.164 0.252
H -1.656 1.162 4.132 0.227
H -3.976 0.548 4.816 0.246
H -5.236 -1.169 3.477 0.244
H -4.145 -2.265 1.503 0.237
H -1.805 -1.693 0.938 0.214
```

## Properties
Orbital gap ... 7.5494 eV
DFT total energy ... -64885.1802 eV
E_HOMO ... -14.510 eV
Net charge ... +2

---

(2)
Density functional theory data (wB97M-V/def2-TZVPD) for a molecular structure, C17H35F6InN6O9S2 in a non-equilibrium geometry.

Structure (XYZ):
```
76
Properties=species:S:1:pos:R:3:mulliken_charge:R:1
In 5.195 -30.226 -5.810 2.147
C 7.170 -27.490 -3.034 0.753
F 7.826 -27.421 -4.176 -0.228
F 8.018 -27.185 -2.070 -0.206
F 6.150 -26.654 -2.994 -0.211
S 6.578 -29.273 -2.734 0.748
O 7.310 -30.081 -3.682 -0.602
O 6.769 -29.597 -1.371 -0.499
N 5.006 -29.215 -3.389 -0.075
S 4.011 -29.149 -2.141 0.891
O 3.887 -30.417 -1.484 -0.592
O 4.175 -28.019 -1.284 -0.585
C 2.341 -28.869 -2.970 0.607
F 2.285 -29.504 -4.142 -0.257
F 1.368 -29.310 -2.200 -0.196
F 2.163 -27.564 -3.166 -0.234
C 1.573 -32.931 -3.463 -1.085
C 3.069 -32.770 -3.416 0.615
O 3.704 -32.043 -4.193 -0.357
N 3.700 -33.526 -2.516 -0.135
C 5.129 -33.464 -2.269 -0.754
H 1.144 -32.865 -4.456 0.087
H 1.091 -32.204 -2.803 0.227
H 1.294 -33.863 -2.968 0.453
H 3.184 -34.252 -2.048 0.243
H 5.662 -33.930 -3.102 0.302
H 5.397 -34.005 -1.367 0.373
H 5.464 -32.431 -2.203 0.089
C 9.985 -30.328 -7.240 -1.230
C 8.716 -29.666 -7.714 0.566
O 7.616 -29.986 -7.226 -0.688
N 8.799 -28.727 -8.663 -0.054
C 9.965 -28.133 -9.307 -1.042
H 9.712 -31.355 -7.000 0.327
H 10.334 -29.864 -6.320 0.278
H 10.735 -30.385 -8.025 0.474
H 7.900 -28.523 -9.074 0.264
H 9.694 -27.084 -9.429 0.343
H 10.258 -28.655 -10.213 0.334
H 10.827 -28.062 -8.645 0.400
C 0.827 -28.361 -6.582 -0.849
C 2.178 -27.828 -6.985 0.458
O 3.211 -28.388 -6.552 -0.137
N 2.292 -26.843 -7.873 -0.075
C 1.231 -25.951 -8.356 -1.127
H 0.424 -27.756 -5.767 0.408
H 0.980 -29.361 -6.193 -0.461
H 0.119 -28.363 -7.409 0.529
H 3.235 -26.562 -8.098 0.273
H 0.993 -26.268 -9.372 0.355
H 1.611 -24.934 -8.390 0.354
H 0.320 -26.022 -7.771 0.412
C 7.303 -25.916 -7.195 -0.918
C 6.086 -26.261 -6.377 0.510
O 5.918 -27.441 -6.026 -0.236
N 5.207 -25.300 -6.091 -0.116
C 4.045 -25.428 -5.229 -0.766
H 7.278 -26.415 -8.162 0.071
H 8.206 -26.221 -6.673 0.235
H 7.294 -24.850 -7.428 0.432
H 5.399 -24.364 -6.411 0.254
H 3.809 -26.462 -5.009 -0.026
H 3.216 -24.839 -5.623 0.357
H 4.236 -24.905 -4.286 0.372
C 0.698 -31.999 -7.591 -1.539
C 2.188 -31.914 -7.630 0.675
O 2.794 -31.362 -6.685 -0.219
N 2.842 -32.350 -8.705 -0.165
C 2.312 -33.069 -9.860 -0.926
H 0.466 -33.059 -7.411 0.476
H 0.163 -31.783 -8.512 0.408
H 0.291 -31.495 -6.721 0.334
H 3.844 -32.257 -8.649 0.174
H 2.818 -32.733 -10.761 0.333
H 1.274 -32.820 -10.075 0.318
H 2.386 -34.138 -9.682 0.328
```

## Properties
ΔE to the lowest compared entry with this formula, charge and spin ... 22.6 kJ/mol
Orbital gap ... 3.8482 eV
DFT total energy ... -88696.5366 eV
E_HOMO ... -14.666 eV
Net charge ... +2

---

(3)
Density functional theory data (wB97M-V/def2-TZVPD) for a molecular structure, C17H35FHgN4O3S.

Structure (XYZ):
```
62
Properties=species:S:1:pos:R:3:nbo_charge:R:1
Hg -0.091 0.134 -0.427 0.761
F 1.676 1.440 0.356 -0.909
C -3.965 0.765 2.035 -0.416
N -3.432 1.743 1.122 -0.423
C -2.583 2.816 1.610 -0.217
C -1.959 3.378 0.326 -0.232
N -2.654 2.639 -0.724 -0.613
C -3.373 1.609 -0.222 0.322
S -4.157 0.432 -1.123 -0.328
H -3.160 0.332 2.631 0.222
H -4.437 -0.021 1.452 0.245
H -4.710 1.223 2.695 0.174
H -1.826 2.417 2.291 0.211
H -3.178 3.558 2.152 0.177
H -0.886 3.181 0.293 0.220
H -2.125 4.450 0.214 0.185
H -2.200 2.557 -1.622 0.448
O -1.003 -0.574 2.321 -0.607
C -0.273 -1.448 2.738 0.718
C -0.024 -2.751 2.021 -0.542
C 1.497 -2.980 1.909 -0.399
C 2.296 -1.690 1.625 -0.405
C 2.716 -0.847 2.841 -0.415
C 1.568 -0.231 3.647 -0.223
N 0.505 -1.236 3.885 -0.661
H -0.434 -2.659 1.013 0.289
H -0.528 -3.577 2.533 0.214
H 1.654 -3.664 1.074 0.229
H 1.895 -3.472 2.806 0.170
H 1.734 -1.061 0.933 0.228
H 3.211 -1.968 1.099 0.209
H 3.350 -0.035 2.476 0.229
H 3.322 -1.471 3.512 0.170
H 1.123 0.604 3.109 0.237
H 1.934 0.124 4.612 0.183
H 0.936 -2.098 4.192 0.354
C 3.037 3.536 -1.391 -0.421
N 1.897 3.095 -2.178 -0.415
C 2.052 1.871 -2.933 -0.428
C 0.683 3.608 -1.949 0.555
O -0.364 3.249 -2.474 -0.679
H 3.017 3.034 -0.418 0.258
H 3.009 4.620 -1.265 0.187
H 3.950 3.271 -1.921 0.191
H 2.780 1.999 -3.738 0.181
H 1.089 1.612 -3.367 0.239
H 2.365 1.068 -2.261 0.227
H 0.714 4.453 -1.242 0.104
C 0.358 -1.829 -3.443 -0.628
C -0.311 -2.475 -2.223 0.234
C -0.075 -3.992 -2.278 -0.616
C -1.817 -2.219 -2.300 -0.636
O 0.249 -2.012 -1.033 -0.949
H -0.041 -2.224 -4.383 0.188
H 1.436 -2.004 -3.411 0.198
H 0.185 -0.748 -3.419 0.203
H -0.513 -4.427 -3.182 0.187
H -0.528 -4.463 -1.402 0.199
H 0.997 -4.203 -2.268 0.196
H -2.246 -2.606 -3.230 0.185
H -2.020 -1.148 -2.247 0.229
H -2.323 -2.687 -1.451 0.204
```

## Properties
Spin multiplicity ... 2
Expectation value of S² ... 0.758
ΔE to the lowest compared entry with this formula, charge and spin ... 0.0 kJ/mol
Orbital gap (spin up / spin down) ... 6.3705 / 7.7608 eV
DFT total energy ... -48029.3258 eV
E_HOMO (spin up / spin down) ... -3.314 / -4.977 eV
Net charge ... -1